[1]
The following is a quantum chemistry calculation of a cluster of 10 separate species, C46H83F3O29 in total at a distorted geometry, from the OMol25 dataset.

XYZ file:
```
161
Properties=species:S:1:pos:R:3:lowdin_spin:R:1
C -5.233 5.042 0.248 0.000
O -4.774 4.648 1.568 0.000
C -5.176 3.394 2.017 0.000
C -4.052 2.970 2.936 0.000
O -4.130 1.615 3.383 0.000
C -5.146 1.570 4.353 0.000
C -5.265 0.236 5.010 0.000
O -5.696 -0.722 3.999 0.001
C -4.748 -1.122 3.011 0.001
H -4.418 4.980 -0.474 0.000
H -5.479 6.094 0.392 0.000
H -6.034 4.406 -0.129 0.000
H -5.217 2.606 1.264 0.000
H -6.079 3.335 2.625 0.000
H -4.011 3.677 3.764 0.000
H -3.105 3.146 2.425 0.000
H -6.099 1.588 3.824 0.000
H -5.301 2.471 4.946 0.000
H -6.013 0.220 5.802 0.000
H -4.328 -0.006 5.510 0.000
H -4.670 -0.356 2.240 0.000
H -5.131 -2.056 2.601 0.000
H -3.805 -1.369 3.499 0.000
C 5.792 -2.107 4.073 0.000
O 6.195 -3.166 3.171 0.000
C 7.353 -2.805 2.386 0.000
C 7.232 -1.692 1.234 0.000
O 8.534 -1.525 0.637 0.000
C 8.574 -1.882 -0.709 0.000
C 7.708 -1.090 -1.614 0.000
O 7.474 0.276 -1.209 0.000
C 8.360 1.291 -1.629 0.000
H 5.381 -1.273 3.504 0.000
H 6.596 -1.765 4.726 0.000
H 4.919 -2.502 4.592 0.000
H 7.948 -3.667 2.083 0.000
H 8.024 -2.357 3.119 0.000
H 6.966 -0.712 1.630 0.000
H 6.396 -1.942 0.581 0.000
H 8.459 -2.924 -1.008 0.000
H 9.485 -1.507 -1.177 0.000
H 6.708 -1.470 -1.820 0.000
H 8.186 -1.030 -2.592 0.000
H 7.902 2.179 -1.195 0.000
H 8.266 1.494 -2.696 0.000
H 9.335 0.972 -1.261 0.000
C 4.347 0.609 1.283 0.000
O 3.537 -0.060 0.296 0.000
C 2.641 0.836 -0.350 0.000
C 1.443 1.450 0.539 0.000
O 0.413 0.477 0.662 0.000
C -0.925 0.946 0.400 0.000
C -1.979 -0.240 0.340 0.000
O -1.449 -1.067 -0.604 0.000
C -2.115 -0.831 -1.923 0.001
H 3.773 1.308 1.890 0.000
H 5.241 0.995 0.793 0.000
H 4.834 -0.198 1.831 0.000
H 2.221 0.359 -1.235 0.000
H 3.257 1.666 -0.698 0.000
H 0.924 2.272 0.046 0.000
H 1.640 1.802 1.552 0.000
H -0.938 1.267 -0.641 0.000
H -1.223 1.738 1.087 0.000
H -3.013 0.085 0.225 0.000
H -1.685 -0.928 1.133 0.000
H -2.555 0.165 -1.976 0.001
H -2.858 -1.612 -2.088 0.000
H -1.439 -0.816 -2.777 0.000
C -10.168 1.164 -1.757 0.006
C -9.020 1.870 -2.504 0.008
O -7.671 1.604 -2.004 0.122
C -6.959 0.526 -2.432 0.414
O -7.388 -0.342 -3.230 0.272
C -5.469 0.706 -1.863 0.071
F -5.001 -0.480 -1.496 0.026
F -4.693 1.268 -2.793 0.040
F -5.440 1.560 -0.886 0.015
H -10.177 1.391 -0.691 0.001
H -10.099 0.078 -1.816 0.002
H -11.082 1.490 -2.253 0.002
H -9.198 2.945 -2.465 0.003
H -8.989 1.650 -3.571 0.002
C 1.165 -1.122 -3.775 0.000
C 1.289 0.270 -4.240 0.000
C 0.611 0.760 -5.541 0.000
O -0.294 1.801 -5.050 0.000
C -0.094 2.109 -3.764 0.000
O -0.578 3.017 -3.033 0.000
O 0.778 1.154 -3.246 0.000
H 1.819 -1.725 -4.405 0.000
H 0.186 -1.539 -4.010 0.000
H 1.522 -1.427 -2.791 0.000
H 2.338 0.539 -4.117 0.000
H -0.015 0.019 -6.037 0.000
H 1.336 1.148 -6.257 0.000
C 1.082 5.214 2.778 0.000
C 1.896 4.726 3.932 0.000
C 3.332 4.336 3.596 0.000
O 4.168 5.214 4.244 0.000
C 3.465 5.914 5.118 0.000
O 3.921 6.817 5.828 0.000
O 2.153 5.685 4.929 0.000
H 0.112 5.291 3.269 0.000
H 0.805 4.366 2.152 0.000
H 1.331 6.175 2.329 0.000
H 1.445 3.854 4.404 0.000
H 3.642 4.213 2.558 0.000
H 3.744 3.415 4.009 0.000
C 1.112 -2.791 0.098 0.000
C 1.449 -4.330 0.083 0.000
C 0.440 -5.347 -0.386 0.000
O 1.049 -6.209 -1.304 0.000
C 2.254 -5.719 -1.719 0.000
O 3.033 -6.227 -2.516 0.000
O 2.457 -4.569 -0.982 0.000
H 0.271 -2.522 0.736 0.000
H 0.963 -2.309 -0.869 0.000
H 2.030 -2.320 0.450 0.000
H 1.747 -4.715 1.058 0.000
H -0.388 -4.811 -0.850 0.000
H 0.028 -5.997 0.385 0.000
C -6.581 -2.653 -6.283 0.001
C -5.159 -2.810 -6.566 0.000
C -4.735 -2.232 -7.891 0.000
O -3.676 -1.371 -7.587 0.000
C -3.486 -1.437 -6.169 0.000
O -2.479 -1.036 -5.543 0.000
O -4.352 -2.208 -5.567 0.000
H -6.994 -3.266 -7.084 0.000
H -6.769 -1.583 -6.186 0.002
H -6.816 -3.267 -5.413 0.000
H -4.932 -3.875 -6.513 0.000
H -5.552 -1.658 -8.330 0.000
H -4.445 -3.042 -8.560 0.000
C -5.154 -3.540 -0.633 0.001
C -4.518 -4.600 0.274 0.000
C -3.455 -5.369 -0.441 0.000
O -2.465 -5.305 0.527 0.000
C -2.753 -4.435 1.542 0.000
O -1.953 -4.158 2.410 0.000
O -3.867 -3.976 1.375 0.000
H -5.621 -3.924 -1.540 0.000
H -4.309 -2.987 -1.043 0.000
H -5.806 -2.753 -0.255 0.003
H -5.128 -5.444 0.594 0.000
H -3.144 -4.899 -1.375 0.000
H -3.672 -6.430 -0.565 0.000
C 7.889 3.903 2.922 0.000
C 7.754 2.983 4.220 0.000
C 6.612 1.980 4.118 0.000
O 7.169 0.706 4.447 0.000
C 8.538 0.925 4.528 0.000
O 9.339 0.030 4.717 0.000
O 8.852 2.190 4.244 0.000
H 7.939 3.326 1.998 0.000
H 8.652 4.621 3.219 0.000
H 6.990 4.493 2.744 0.000
H 7.777 3.647 5.084 0.000
H 6.292 2.009 3.076 0.000
H 5.796 2.270 4.781 0.000
```

Properties
DFT total energy, Eh: -4283.74785
E_LUMO (alpha / beta), eV: 1.57 / 1.57
⟨S²⟩: 0.75
2S+1: 2
Strongest force on any atom, eV Å⁻¹: 7.2
Net charge: -1
E_HOMO (alpha / beta), eV: -0.30 / -5.30

=====

[2]
The following is a quantum chemistry calculation of a cluster of 7 separate species, C46H94N6O19P3S6 in total at a distorted geometry, from the OMol25 dataset.

XYZ file:
```
174
Properties=species:S:1:pos:R:3:lowdin_charge:R:1
C 3.841 2.974 -2.965 0.084
C 3.271 2.212 -2.226 -0.132
C 2.463 1.256 -1.311 -0.163
C 1.053 1.964 -1.053 -0.147
C 0.463 1.378 0.329 -0.150
N -0.286 0.140 0.100 -0.003
C -1.461 0.275 -0.645 -0.209
N -1.973 1.429 -1.057 0.183
C -3.230 1.546 -1.838 -0.157
O -4.390 1.140 -1.126 -0.166
C -5.520 1.986 -1.398 -0.153
C -6.013 1.927 -2.902 -0.176
O -7.432 2.178 -2.868 -0.183
C -7.940 2.482 -4.170 -0.254
C -8.226 1.166 -5.048 -0.081
N -2.250 -0.878 -0.957 -0.030
N -2.138 -1.389 -2.242 -0.109
C -1.144 -0.823 -3.141 -0.050
C -3.369 -1.865 -2.866 -0.369
C -3.437 -3.423 -3.169 0.002
O -4.353 -1.213 -3.136 0.117
C -2.366 -1.860 0.129 -0.289
P -3.641 -1.222 1.398 0.837
O -3.633 0.286 1.551 -0.450
C -0.977 -2.258 0.800 -0.391
C -1.126 -3.113 2.126 -0.242
C -2.252 -4.212 2.157 -0.186
C -2.369 -5.162 0.892 -0.138
C -3.928 -5.459 0.667 -0.259
O -4.572 -5.958 1.845 -0.198
C -5.963 -5.554 1.763 -0.111
P 0.218 -3.135 -0.379 0.676
N 1.387 -2.172 -0.889 -0.171
O -0.498 -3.777 -1.733 -0.181
O 1.021 -4.397 0.393 -0.189
C -0.366 -0.819 1.224 -0.324
P 1.225 -1.170 2.181 0.792
N 0.967 -0.801 3.725 -0.304
H 4.169 3.802 -3.626 0.051
H 2.236 0.265 -1.805 0.094
H 2.954 1.142 -0.305 0.098
H 0.342 1.850 -1.913 0.103
H 1.203 3.070 -0.846 0.129
H -0.272 2.168 0.688 0.096
H 1.313 1.386 1.044 0.109
H -1.503 2.316 -0.857 0.111
H -3.376 2.644 -2.103 0.159
H -3.211 0.995 -2.818 0.123
H -5.346 3.041 -1.020 0.126
H -6.377 1.581 -0.775 0.148
H -5.542 2.808 -3.446 0.131
H -5.773 0.944 -3.413 0.128
H -7.296 3.193 -4.762 0.117
H -8.954 2.965 -4.026 0.122
H -7.482 1.153 -5.892 0.067
H -9.258 1.179 -5.502 0.072
H -8.116 0.218 -4.452 0.078
H -1.134 -1.459 -4.085 0.126
H -1.312 0.237 -3.491 0.094
H -0.073 -0.860 -2.761 0.082
H -4.351 -3.716 -3.736 0.080
H -3.499 -3.957 -2.164 0.084
H -2.490 -3.805 -3.644 0.070
H -2.822 -2.796 -0.304 0.104
H -4.955 -1.595 0.941 0.043
H -3.376 -1.738 2.715 0.048
H -0.175 -3.618 2.470 0.096
H -1.360 -2.373 2.957 0.090
H -3.297 -3.833 2.380 0.089
H -2.012 -4.886 3.034 0.112
H -2.018 -4.734 -0.084 0.073
H -1.922 -6.174 1.135 0.131
H -4.124 -6.068 -0.265 0.135
H -4.384 -4.429 0.455 0.097
H -6.307 -5.394 0.699 0.090
H -6.644 -6.357 2.184 0.100
H -6.152 -4.590 2.337 0.097
H 1.396 -2.120 -1.909 -0.022
H -0.252 -3.307 -2.549 0.064
H 1.974 -4.159 0.433 0.080
H -1.082 -0.363 1.985 0.135
H 2.337 -0.359 1.772 0.022
H 1.637 -2.518 2.007 0.004
H 1.646 -0.060 3.958 -0.038
C 2.304 6.864 -1.882 -0.225
C 2.911 8.200 -1.442 -0.215
C 4.098 8.492 -2.364 -0.221
S 3.736 7.678 -3.919 0.662
O 4.701 6.624 -4.122 -0.331
O 3.462 8.673 -4.925 -0.320
C 2.194 6.940 -3.401 -0.234
H 1.332 6.688 -1.418 0.113
H 2.970 6.044 -1.596 0.113
H 2.162 8.991 -1.544 0.118
H 3.221 8.177 -0.396 0.115
H 4.221 9.560 -2.537 0.105
H 5.023 8.069 -1.971 0.106
H 2.071 5.966 -3.872 0.102
H 1.386 7.609 -3.704 0.109
C -4.057 3.786 3.042 -0.209
C -3.478 5.140 3.466 -0.208
C -2.308 5.452 2.529 -0.213
S -2.668 4.618 0.986 0.693
O -1.676 3.579 0.779 -0.351
O -2.973 5.597 -0.028 -0.314
C -4.184 3.847 1.526 -0.229
H -5.018 3.590 3.516 0.123
H -3.369 2.985 3.327 0.121
H -4.247 5.912 3.365 0.121
H -3.157 5.133 4.508 0.119
H -2.211 6.522 2.345 0.108
H -1.369 5.055 2.916 0.108
H -4.287 2.864 1.063 0.080
H -5.011 4.494 1.225 0.116
C -0.034 -6.265 6.715 -0.221
C 1.179 -5.422 7.118 -0.214
C 1.057 -4.071 6.406 -0.218
S -0.695 -3.793 6.160 0.683
O -0.969 -3.803 4.739 -0.344
O -1.132 -2.719 7.016 -0.311
C -1.241 -5.345 6.853 -0.227
H -0.135 -7.154 7.338 0.118
H 0.072 -6.591 5.675 0.119
H 1.173 -5.269 8.201 0.120
H 2.118 -5.917 6.863 0.116
H 1.469 -3.260 7.005 0.107
H 1.536 -4.090 5.426 0.102
H -2.119 -5.703 6.316 0.109
H -1.487 -5.173 7.902 0.111
C 8.803 2.610 0.627 -0.246
C 8.568 2.529 -0.886 -0.202
C 7.135 2.032 -1.103 -0.222
S 6.202 2.562 0.330 0.655
O 5.777 1.388 1.064 -0.345
O 5.277 3.600 -0.059 -0.342
C 7.574 3.305 1.197 -0.230
H 9.713 3.150 0.865 0.102
H 8.890 1.603 1.041 0.116
H 8.683 3.524 -1.326 0.120
H 9.290 1.871 -1.371 0.118
H 6.691 2.461 -2.001 0.092
H 7.092 0.944 -1.151 0.107
H 7.458 3.160 2.269 0.085
H 7.579 4.371 0.960 0.115
C -3.955 -7.230 -7.693 -0.218
C -4.925 -6.139 -8.153 -0.212
C -4.970 -5.072 -7.056 -0.218
S -3.380 -5.135 -6.232 0.668
O -3.584 -5.580 -4.872 -0.343
O -2.631 -3.939 -6.546 -0.330
C -2.721 -6.497 -7.179 -0.228
H -3.704 -7.917 -8.503 0.120
H -4.409 -7.811 -6.885 0.122
H -4.560 -5.695 -9.084 0.120
H -5.920 -6.540 -8.352 0.118
H -5.122 -4.075 -7.468 0.107
H -5.741 -5.290 -6.317 0.108
H -2.086 -7.116 -6.547 0.111
H -2.140 -6.080 -8.003 0.112
C 8.760 1.027 5.958 -0.219
C 9.354 2.366 6.403 -0.215
C 10.539 2.671 5.481 -0.217
S 10.184 1.859 3.924 0.688
O 11.158 0.817 3.716 -0.305
O 9.902 2.858 2.917 -0.345
C 8.649 1.106 4.440 -0.227
H 7.790 0.840 6.421 0.117
H 9.433 0.212 6.241 0.122
H 8.599 3.151 6.303 0.118
H 9.665 2.342 7.448 0.117
H 10.653 3.741 5.312 0.105
H 11.468 2.256 5.873 0.108
H 8.535 0.133 3.965 0.113
H 7.835 1.769 4.140 0.100
```

Properties
DFT total energy, Eh: -6979.87511
E_LUMO, eV: -2.33
Strongest force on any atom, eV Å⁻¹: 4.3
Net charge: +1
E_HOMO, eV: -10.61